1.
Below is an isolated molecule of C4H5FO in a non-equilibrium geometry, with properties calculated with ωB97M-V/def2-TZVPD.

Positions of all 11 atoms, in Å:
C (1.705, -0.538, 0.024)
C (0.419, 0.164, 0.000)
C (-0.901, -0.154, -0.002)
C (-1.955, 0.707, 0.014)
H (2.502, -0.092, -0.576)
H (1.505, -1.673, -0.231)
H (2.093, -0.376, 1.146)
H (-1.200, -1.155, -0.145)
H (-2.104, 1.747, -0.471)
O (-2.954, -0.093, 0.143)
F (0.889, 1.462, 0.097)

The calculation puts the energy above the lowest of the compared OMol25 structures with the same formula, charge and spin at 178.3 kJ/mol. Its electronic energy is -8991.182 eV. The frontier orbital gap comes out at 9.6 eV. As for the structure (SMILES): C/C(F)=C/C=O. The HOMO energy comes out at -9.75 eV. The spin multiplicity is 1.

Here is what Löwdin gives for the atomic charges, in e: atom 1 (C): -0.045, atom 2 (C): -0.278, atom 3 (C): -0.083, atom 4 (C): -0.191, atom 5 (H): 0.079, atom 6 (H): 0.124, atom 7 (H): 0.140, atom 8 (H): 0.119, atom 9 (H): 0.162, atom 10 (O): -0.035, atom 11 (F): 0.009



2.
Below is an isolated molecule of C4H5FO2 in a non-equilibrium geometry, with properties calculated with ωB97M-V/def2-TZVPD.

Positions of all 12 atoms, in Å:
C (-1.136, -0.287, 1.253)
C (-0.514, -0.079, -0.155)
C (-0.100, 1.428, -0.113)
C (0.997, -0.389, -0.147)
H (-0.680, -0.002, 2.121)
H (-2.089, 0.387, 1.350)
H (-1.465, -1.228, 1.497)
H (-0.614, 2.271, 0.557)
H (-0.187, 1.762, -1.078)
O (1.363, 1.002, -0.042)
O (1.733, -1.277, 0.017)
F (-1.691, -0.558, -1.031)

The calculation puts the energy above the lowest of the compared OMol25 structures with the same formula, charge and spin at 271.8 kJ/mol. Its electronic energy is -11038.669 eV. The frontier orbital gap comes out at 11.9 eV. As for the structure (SMILES): C[C@@]1(F)COC1=O. The HOMO energy comes out at -11.34 eV. The spin multiplicity is 1.

Here is what Löwdin gives for the atomic charges, in e: atom 1 (C): -0.022, atom 2 (C): -0.221, atom 3 (C): -0.047, atom 4 (C): -0.373, atom 5 (H): 0.059, atom 6 (H): 0.133, atom 7 (H): 0.052, atom 8 (H): 0.181, atom 9 (H): 0.080, atom 10 (O): 0.017, atom 11 (O): 0.200, atom 12 (F): -0.060



3.
Below is an isolated molecule of C4H5FS in a non-equilibrium geometry, with properties calculated with ωB97M-V/def2-TZVPD.

Positions of all 11 atoms, in Å:
C (-0.046, 1.221, -1.121)
C (-0.919, 0.014, -1.046)
C (-0.923, -0.976, -0.133)
C (-0.152, -1.310, 1.054)
H (0.975, 0.883, -0.919)
H (-0.263, 1.947, -0.370)
H (-1.649, 0.010, -1.851)
H (-1.663, -1.714, -0.215)
H (-0.488, -2.231, 1.569)
F (-0.132, 1.807, -2.399)
S (1.032, -0.553, 1.928)

The calculation puts the energy above the lowest of the compared OMol25 structures with the same formula, charge and spin at 102.5 kJ/mol. Its electronic energy is -17779.972 eV. The frontier orbital gap comes out at 7.8 eV. As for the structure (SMILES): FC/C=C\C=S. The HOMO energy comes out at -8.93 eV. The spin multiplicity is 1.

Here is what Löwdin gives for the atomic charges, in e: atom 1 (C): -0.186, atom 2 (C): -0.035, atom 3 (C): -0.178, atom 4 (C): -0.644, atom 5 (H): 0.112, atom 6 (H): 0.117, atom 7 (H): 0.118, atom 8 (H): 0.077, atom 9 (H): 0.041, atom 10 (F): -0.062, atom 11 (S): 0.642



4.
Below is a structure of composition C4H5FeLiO2 in a non-equilibrium geometry, with properties calculated with ωB97M-V/def2-TZVPD.

Positions of all 13 atoms, in Å:
C (-1.449, 0.287, -0.550)
C (-0.700, -0.222, 0.629)
C (0.625, -0.712, 0.189)
C (1.733, 0.093, 0.199)
O (2.868, -0.208, -0.338)
O (-2.670, 0.556, -0.539)
Li (-4.272, 0.364, 0.260)
Fe (4.487, 0.411, -0.718)
H (-0.703, 0.970, 0.876)
H (-1.254, -0.998, 1.173)
H (0.686, -1.697, -0.279)
H (1.636, 1.105, 0.630)
H (-0.988, 0.051, -1.531)

The calculation puts the energy above the lowest of the compared OMol25 structures with the same formula, charge and spin at 0.0 kJ/mol. Its electronic energy is -42895.119 eV. As for the net charge: +2. The frontier orbital gap (alpha / beta) comes out at 6.6 / 7.1 eV. The HOMO energy (alpha / beta) comes out at -14.55 / -17.78 eV. The spin multiplicity is 7.

Here is what Löwdin gives for the atomic charges, in e: atom 1 (C): -0.188, atom 2 (C): -0.091, atom 3 (C): 0.033, atom 4 (C): -0.175, atom 5 (O): -0.289, atom 6 (O): -0.071, atom 7 (Li): 0.889, atom 8 (Fe): 1.029, atom 9 (H): 0.219, atom 10 (H): 0.161, atom 11 (H): 0.161, atom 12 (H): 0.151, atom 13 (H): 0.169



5.
Below is a structure of composition C4H5HgO3 in a non-equilibrium geometry, with properties calculated with ωB97M-V/def2-TZVPD.

Positions of all 13 atoms, in Å:
O (-2.490, -2.464, 1.159)
C (-3.134, -2.697, 2.065)
Hg (-1.553, -2.068, -0.640)
O (-2.011, 0.040, -1.030)
C (-0.949, -0.399, -1.503)
O (0.278, -0.004, -1.143)
C (0.635, 1.144, -0.352)
C (1.910, 0.812, 0.395)
H (0.785, 1.982, -1.042)
H (-0.163, 1.443, 0.335)
H (2.737, 0.639, -0.307)
H (2.175, 1.656, 1.047)
H (1.781, -0.084, 1.016)

Its electronic energy is -14534.443 eV. As for the net charge: +1. The frontier orbital gap (alpha / beta) comes out at 8.2 / 8.2 eV. The HOMO energy (alpha / beta) comes out at -14.30 / -14.30 eV. The spin multiplicity is 1.

Here is what Löwdin gives for the atomic charges, in e: atom 1 (O): -0.133, atom 2 (C): 0.186, atom 3 (Hg): 1.366, atom 4 (O): -0.083, atom 5 (C): -0.520, atom 6 (O): -0.090, atom 7 (C): -0.209, atom 8 (C): -0.057, atom 9 (H): 0.139, atom 10 (H): 0.126, atom 11 (H): 0.092, atom 12 (H): 0.097, atom 13 (H): 0.084



6.
Below is a structure of composition C4H5HoO5 in a non-equilibrium geometry, with properties calculated with ωB97M-V/def2-TZVPD.

Positions of all 15 atoms, in Å:
O (0.127, -0.924, -0.540)
O (-0.935, 1.566, 0.634)
C (-1.517, 0.975, 1.524)
C (-2.052, -0.422, 1.443)
O (-2.070, -0.991, 0.175)
C (-0.927, -1.744, -0.208)
Ho (0.023, 1.174, -1.461)
H (-1.612, 1.449, 2.520)
H (-3.079, -0.388, 1.844)
H (-1.464, -1.019, 2.170)
H (-1.262, -2.332, -1.077)
H (-0.633, -2.412, 0.624)
O (2.013, 0.559, 0.109)
C (1.782, -0.531, 0.576)
O (1.969, -1.274, 1.474)

Its electronic energy is -40256.132 eV. As for the net charge: +1. The frontier orbital gap (alpha / beta) comes out at 6.1 / 9.0 eV. The HOMO energy (alpha / beta) comes out at -10.77 / -14.47 eV. The spin multiplicity is 6.

Here is what Löwdin gives for the atomic charges, in e: atom 1 (O): -0.407, atom 2 (O): -0.145, atom 3 (C): -0.116, atom 4 (C): -0.158, atom 5 (O): -0.109, atom 6 (C): -0.304, atom 7 (Ho): 1.718, atom 8 (H): 0.163, atom 9 (H): 0.160, atom 10 (H): 0.165, atom 11 (H): 0.146, atom 12 (H): 0.147, atom 13 (O): -0.027, atom 14 (C): -0.452, atom 15 (O): 0.221



7.
Below is a cluster of 2 separate species, C4H5I in total in a non-equilibrium geometry, with properties calculated with ωB97M-V/def2-TZVPD.

Positions of all 10 atoms, in Å:
C (-2.055, 1.240, -0.789)
C (1.669, -1.354, 0.998)
C (-1.179, 1.411, 0.145)
C (1.008, -0.354, 0.387)
I (1.015, -0.231, -1.706)
H (-2.924, 1.879, -0.733)
H (-2.176, 0.591, -1.641)
H (1.825, -2.381, 0.487)
H (1.862, -1.284, 1.981)
H (0.955, 0.482, 0.873)

The calculation puts the energy above the lowest of the compared OMol25 structures with the same formula, charge and spin at 414.8 kJ/mol. Its electronic energy is -12323.771 eV. The frontier orbital gap comes out at 8.7 eV. The HOMO energy comes out at -9.11 eV. The spin multiplicity is 1.

Here is what Löwdin gives for the atomic charges, in e: atom 1 (C): -0.191, atom 2 (C): -0.099, atom 3 (C): 0.059, atom 4 (C): -0.692, atom 5 (I): 0.821, atom 6 (H): 0.052, atom 7 (H): 0.035, atom 8 (H): 0.086, atom 9 (H): 0.006, atom 10 (H): -0.076



8.
Below is a structure of composition C4H5I in a non-equilibrium geometry, with properties calculated with ωB97M-V/def2-TZVPD.

Positions of all 10 atoms, in Å:
C (0.395, 0.343, -0.017)
C (1.013, 1.499, 0.048)
C (0.265, -1.147, 0.425)
C (-0.529, -0.494, -0.633)
I (-3.268, 0.165, 0.041)
H (0.291, 2.246, -0.198)
H (1.933, 1.801, 0.538)
H (0.803, -1.997, 0.090)
H (-0.226, -1.485, 1.348)
H (-0.676, -0.930, -1.641)

The calculation puts the energy above the lowest of the compared OMol25 structures with the same formula, charge and spin at 258.0 kJ/mol. Its electronic energy is -12325.395 eV. The frontier orbital gap (alpha / beta) comes out at 6.9 / 6.8 eV. The HOMO energy (alpha / beta) comes out at -8.78 / -8.75 eV. The spin multiplicity is 1.

Here is what Löwdin gives for the atomic charges, in e: atom 1 (C): -0.301, atom 2 (C): 0.114, atom 3 (C): -0.085, atom 4 (C): -0.214, atom 5 (I): 0.028, atom 6 (H): 0.074, atom 7 (H): 0.081, atom 8 (H): 0.084, atom 9 (H): 0.114, atom 10 (H): 0.106



9.
Below is the ion C4H5IN with charge +1 in a non-equilibrium geometry, with properties calculated with ωB97M-V/def2-TZVPD.

Positions of all 11 atoms, in Å:
C (-1.209, 0.207, 1.203)
C (1.804, 0.155, -0.599)
C (-0.737, -1.132, 1.008)
C (0.422, 0.746, -0.733)
N (-0.380, 0.201, 0.250)
I (2.838, -0.223, -2.279)
H (-1.989, 0.711, 1.701)
H (-1.362, -1.693, 0.269)
H (0.141, -1.308, 1.665)
H (0.569, 1.799, -0.709)
H (-0.097, 0.537, -1.777)

The calculation puts the energy above the lowest of the compared OMol25 structures with the same formula, charge and spin at 421.5 kJ/mol. Its electronic energy is -13805.666 eV. As for the net charge: +1. The frontier orbital gap comes out at 7.1 eV. The HOMO energy comes out at -12.51 eV. The spin multiplicity is 1.

Here is what Löwdin gives for the atomic charges, in e: atom 1 (C): 0.096, atom 2 (C): -0.575, atom 3 (C): 0.102, atom 4 (C): -0.358, atom 5 (N): 0.007, atom 6 (I): 0.989, atom 7 (H): 0.151, atom 8 (H): 0.151, atom 9 (H): 0.143, atom 10 (H): 0.126, atom 11 (H): 0.167



10.
Below is an isolated molecule of C4H5IN2 in a non-equilibrium geometry, with properties calculated with ωB97M-V/def2-TZVPD.

Positions of all 12 atoms, in Å:
C (-1.087, 1.004, -0.177)
C (1.140, 1.444, 0.206)
C (-1.134, -0.277, -0.073)
C (-0.902, -1.652, 0.103)
N (-0.037, 1.952, 0.056)
N (1.552, 0.283, -0.166)
I (3.314, -0.512, -0.067)
H (-1.897, 1.693, -0.618)
H (1.815, 2.209, 0.377)
H (-1.913, -2.185, 0.048)
H (-0.336, -2.153, -0.703)
H (-0.514, -1.806, 1.012)

The calculation puts the energy above the lowest of the compared OMol25 structures with the same formula, charge and spin at 534.9 kJ/mol. Its electronic energy is -15304.000 eV. The frontier orbital gap (alpha / beta) comes out at 6.2 / 6.2 eV. The HOMO energy (alpha / beta) comes out at -7.80 / -7.81 eV. The spin multiplicity is 1.

Here is what Löwdin gives for the atomic charges, in e: atom 1 (C): -0.169, atom 2 (C): -0.515, atom 3 (C): 0.080, atom 4 (C): -0.082, atom 5 (N): 0.020, atom 6 (N): -0.601, atom 7 (I): 0.734, atom 8 (H): 0.158, atom 9 (H): 0.080, atom 10 (H): 0.140, atom 11 (H): 0.109, atom 12 (H): 0.045